(1)
Entry from the Open Molecules 2025 dataset: a 2-piece molecular cluster, C5H13O3PS overall at a distorted geometry (ωB97M-V/def2-TZVPD).

HOMO	-8.996	eV
energy above the lowest of the compared OMol25 structures with the same formula, charge and spin	2.8	kcal/mol

The geometry in ORCA input format:
```
! wB97M-V def2-TZVPD RIJCOSX def2/J DEFGRID3
* xyz 0 1
S -2.12848 0.03066 -0.27624
P 1.10483 -0.36086 -0.41335
O -1.88661 0.41642 1.35389
O 0.23307 -1.43712 -0.91976
O -3.26836 0.83563 -0.67999
C 0.71364 2.41454 -0.26587
C 2.82606 -0.52544 -1.02888
C 0.60863 1.30052 -0.96616
C 1.24314 -0.33903 1.41029
C -2.83671 -1.64445 0.02061
H 0.18719 1.30073 -1.96435
H -2.66238 0.89019 1.66528
H 0.39568 3.36450 -0.66362
H 1.97516 0.37780 1.76586
H -3.72574 -1.56506 0.63510
H 3.23000 -1.46635 -0.65701
H -2.07182 -2.24459 0.49549
H 1.11239 2.43046 0.73448
H 2.78601 -0.56815 -2.11511
H -3.08567 -2.05884 -0.94917
H 3.45318 0.30342 -0.71402
H 0.26258 -0.11243 1.81948
H 1.53423 -1.34256 1.71307
*
```

Atom charges from the Mulliken analysis, given in e for atoms 1 to 8:
1 S 0.73
2 P 1.05
3 O -0.51
4 O -0.73
5 O -0.66
6 C -0.56
7 C -1.14
8 C -0.36

***

(2)
Entry from the Open Molecules 2025 dataset: a 3-piece molecular cluster, C5H13O4 overall (ωB97M-V/def2-TZVPD).

HOMO	-4.842	eV
energy above the lowest of the compared OMol25 structures with the same formula, charge and spin	0.0	kcal/mol

The geometry in ORCA input format:
```
! wB97M-V def2-TZVPD RIJCOSX def2/J DEFGRID3
* xyz -1 1
O 2.99193 0.99844 1.02454
O 2.19692 -1.56275 0.47377
O 0.66334 -1.64916 -1.58626
O -1.27725 -1.29104 -2.64373
C -1.26485 -1.00379 -0.29764
C -0.93467 0.78641 1.46133
C -1.31219 0.51778 0.00900
C -0.57310 -1.36711 -1.62671
C -0.42211 1.34041 -0.92382
H 1.61288 -1.90179 1.15691
H -0.99455 1.85489 1.70101
H -0.43787 2.39117 -0.63683
H -0.75340 1.25200 -1.95339
H -0.74908 -1.52324 0.50957
H 0.08188 0.46278 1.66441
H -2.33108 0.86118 -0.14727
H -1.59834 0.24904 2.14749
H -2.27422 -1.40065 -0.36249
H 2.75645 0.06674 0.81318
H 1.62282 -1.58596 -0.36681
H 2.38740 1.51270 0.48240
H 0.60909 0.99195 -0.89864
*
```

Atom charges from the Mulliken analysis, given in e for atoms 1 to 8:
1 O -0.70
2 O -0.79
3 O -0.80
4 O -0.73
5 C -0.76
6 C -1.54
7 C 1.03
8 C 0.56

***

(3)
Entry from the Open Molecules 2025 dataset: a 2-piece molecular cluster, C5H13OP overall at a distorted geometry (ωB97M-V/def2-TZVPD).

HOMO (spin up / spin down)	-7.231 / -7.249	eV
energy above the lowest of the compared OMol25 structures with the same formula, charge and spin	128.0	kcal/mol

The geometry in ORCA input format:
```
! wB97M-V def2-TZVPD RIJCOSX def2/J DEFGRID3
* xyz 0 1
P -0.54682 -0.48250 0.54102
O -1.17635 -0.52246 -0.95699
C -1.01623 -1.65584 -1.80556
C 2.13084 0.47686 -0.16956
C 2.17172 1.89289 0.26547
C -1.32196 1.13230 0.92464
C -1.31416 -1.81534 1.30311
H -2.38093 0.95833 1.19048
H -0.58066 1.66794 1.69372
H 1.79717 0.27650 -1.11394
H 2.76389 -0.22202 0.22987
H -0.01610 -2.11949 -2.06153
H -1.56252 1.66247 0.02525
H 1.20296 2.48621 0.31856
H 2.54302 2.01653 1.19120
H -1.01753 -1.92966 2.34743
H -1.56020 -1.38165 -2.86140
H -1.63899 -2.34151 -1.34734
H -1.35639 -2.58809 0.68904
H 2.87924 2.48852 -0.40345
*
```

Atom charges from the Mulliken analysis, given in e for atoms 1 to 8:
1 P 0.66
2 O -0.23
3 C -0.81
4 C -0.93
5 C -0.77
6 C -0.99
7 C -1.05
8 H 0.40

***

(4)
Entry from the Open Molecules 2025 dataset: an isolated molecule of C5H13OP at a distorted geometry (ωB97M-V/def2-TZVPD).

HOMO	-10.008	eV
SMILES	CC(C)(C)C[PH2]=O
energy above the lowest of the compared OMol25 structures with the same formula, charge and spin	40.1	kcal/mol

The geometry in ORCA input format:
```
! wB97M-V def2-TZVPD RIJCOSX def2/J DEFGRID3
* xyz 0 1
P 2.17453 0.12195 -0.42138
O 2.62028 -0.74863 -1.52123
C -1.84344 0.10424 -0.66362
C -0.53931 -0.04485 0.05902
C -0.08863 -1.46033 0.23076
C 0.56565 0.89463 -0.59283
C -0.58675 0.57720 1.44479
H 2.88228 1.22615 -0.38327
H 0.24959 0.15568 2.02208
H 0.84775 -1.65061 0.64538
H -0.75120 1.65761 1.31830
H -1.64368 0.78677 -1.52601
H 2.37014 -0.36278 0.88498
H -0.75968 -2.08307 0.81607
H 0.38513 1.90471 -0.28387
H 0.42203 0.99881 -1.89703
H -2.53986 0.57665 0.03763
H -2.27428 -0.79234 -1.12977
H -0.01233 -1.89997 -0.76209
H -1.47824 0.03818 1.72211
*
```

Atom charges from the Mulliken analysis, given in e for atoms 1 to 8:
1 P 0.33
2 O -0.62
3 C -1.42
4 C 1.76
5 C -2.15
6 C -0.90
7 C -1.75
8 H 0.03

***

(5)
Entry from the Open Molecules 2025 dataset: C5H13OP as an isolated structure at a distorted geometry (ωB97M-V/def2-TZVPD).

HOMO (spin up / spin down)	-5.279 / -8.774	eV
energy above the lowest of the compared OMol25 structures with the same formula, charge and spin	3.1	kcal/mol

The geometry in ORCA input format:
```
! wB97M-V def2-TZVPD RIJCOSX def2/J DEFGRID3
* xyz 0 3
P 0.04390 1.03526 0.28636
O 1.95051 0.49414 2.67652
C -1.18498 0.96111 1.61595
C -0.40884 -0.41885 -0.87923
C -1.77712 -0.31998 -1.47954
C 0.76613 -0.47084 -1.94614
C 1.85896 -0.14654 1.41995
H 2.45546 0.23349 0.64980
H -0.73738 0.44439 2.43518
H 1.63272 -1.16932 1.45837
H -1.74534 1.87173 1.65193
H -2.44337 -0.61890 -0.66401
H -0.38306 -1.42846 -0.39709
H -1.98082 0.20942 1.31407
H 0.52391 0.31968 -2.72347
H 2.71217 1.03631 2.66099
H -2.03073 0.64784 -1.87250
H 1.69006 -0.27040 -1.57376
H 0.96883 -1.39441 -2.39852
H -1.91100 -1.01567 -2.23485
*
```

Atom charges from the Mulliken analysis, given in e for atoms 1 to 8:
1 P 0.00
2 O -0.43
3 C -0.91
4 C 0.41
5 C -1.57
6 C -1.44
7 C -0.83
8 H 0.50

***

(6)
Entry from the Open Molecules 2025 dataset: a 2-piece molecular cluster, C5H14 overall at a distorted geometry (ωB97M-V/def2-TZVPD).

HOMO (spin up / spin down)	1.516 / -7.926	eV
energy above the lowest of the compared OMol25 structures with the same formula, charge and spin	8.3	kcal/mol

The geometry in ORCA input format:
```
! wB97M-V def2-TZVPD RIJCOSX def2/J DEFGRID3
* xyz -1 2
C 0.33537 -2.80389 0.63942
C -1.36828 0.88991 -0.16012
C -0.30335 2.62808 -1.60286
C 1.48253 -2.06092 1.38334
C -0.06323 1.69492 -0.41135
H -2.12740 1.53764 0.28060
H -1.53412 0.37524 -1.10565
H 1.09246 -1.04596 1.52591
H -1.22202 0.15740 0.64489
H -0.83079 2.09571 -2.37549
H 1.59117 -2.51778 2.36574
H -0.61231 -2.45409 1.01984
H 2.36436 -1.95687 0.75405
H -0.99007 3.39915 -1.26734
H 0.76992 1.00812 -0.51650
H 0.59678 3.08747 -2.01140
H 0.30069 -2.45335 -0.38938
H 0.35671 -3.88548 0.75367
H 0.16157 2.30469 0.47263
*
```

Atom charges from the Mulliken analysis, given in e for atoms 1 to 8:
1 C -2.08
2 C -2.30
3 C -1.44
4 C -1.59
5 C -1.06
6 H 0.79
7 H 0.63
8 H -0.21

***

(7)
Entry from the Open Molecules 2025 dataset: a 2-piece molecular cluster, C5H14 overall at a distorted geometry (ωB97M-V/def2-TZVPD).

HOMO	-11.028	eV
SMILES	CCC.CC
energy above the lowest of the compared OMol25 structures with the same formula, charge and spin	16.3	kcal/mol

The geometry in ORCA input format:
```
! wB97M-V def2-TZVPD RIJCOSX def2/J DEFGRID3
* xyz 0 1
C -2.52498 -0.18022 1.86001
C 1.33979 -0.49438 -0.56254
C -2.15278 1.03120 1.05446
C 2.21580 0.78641 -0.53112
C 1.43754 -1.25092 -1.89021
H -1.23790 0.85444 0.43566
H 2.05742 1.51227 -1.32237
H 1.65571 -1.13278 0.25200
H -2.93852 1.28483 0.31542
H -3.57704 -0.24116 2.11323
H 3.30955 0.60236 -0.40851
H 2.32889 -0.88525 -2.45444
H -1.78675 1.91065 1.58676
H -2.42962 -1.14995 1.36746
H 0.28000 -0.20302 -0.50450
H 1.32350 -2.34246 -1.85469
H 1.93099 1.27867 0.38617
H -1.88484 -0.32512 2.77904
H 0.65325 -1.05557 -2.62183
*
```

Atom charges from the Mulliken analysis, given in e for atoms 1 to 8:
1 C -0.88
2 C 0.22
3 C -0.45
4 C -1.25
5 C -1.13
6 H -0.03
7 H 0.35
8 H 0.28

***

(8)
Entry from the Open Molecules 2025 dataset: a 2-piece molecular cluster, C5H14 overall at a distorted geometry (ωB97M-V/def2-TZVPD).

HOMO	-11.345	eV
SMILES	CCC.CC
energy above the lowest of the compared OMol25 structures with the same formula, charge and spin	10.3	kcal/mol

The geometry in ORCA input format:
```
! wB97M-V def2-TZVPD RIJCOSX def2/J DEFGRID3
* xyz 0 1
C -1.30909 1.79621 0.30048
C 1.39234 -2.12186 -0.63252
C 2.33590 -0.89042 -0.69168
C -2.32906 2.70944 0.96904
C 0.04572 -1.73213 -0.03507
H -2.25353 3.73221 0.62965
H -0.90242 1.03541 0.97034
H 1.24828 -2.43983 -1.66566
H -2.21404 2.72096 2.05790
H -0.52770 -1.00637 -0.60248
H 1.91615 -0.07172 -1.26800
H -3.31659 2.26630 0.84161
H 3.28042 -1.18939 -1.15893
H 0.30029 -1.27479 0.92832
H -0.36452 2.24909 -0.01124
H -1.76067 1.14712 -0.45310
H -0.55485 -2.62705 0.13539
H 1.90753 -2.81206 0.03022
H 2.67120 -0.61175 0.30937
*
```

Atom charges from the Mulliken analysis, given in e for atoms 1 to 8:
1 C -0.71
2 C -0.23
3 C -1.18
4 C -0.92
5 C -0.92
6 H 0.28
7 H 0.21
8 H 0.31

***

(9)
Entry from the Open Molecules 2025 dataset: a 2-piece molecular cluster, C5H14 overall at a distorted geometry (ωB97M-V/def2-TZVPD).

HOMO	-10.981	eV
SMILES	CCC.CC
energy above the lowest of the compared OMol25 structures with the same formula, charge and spin	38.0	kcal/mol

The geometry in ORCA input format:
```
! wB97M-V def2-TZVPD RIJCOSX def2/J DEFGRID3
* xyz 0 1
C 1.08851 0.20363 2.11993
C 1.68984 0.59471 0.68299
C -1.39731 -1.44581 -2.07242
C -1.83874 -0.97316 -0.69828
C 0.95368 1.73995 0.03741
H 1.57666 -0.31279 -0.04737
H 2.80630 0.77130 0.78416
H 0.24547 0.83646 2.22525
H -2.29007 0.10118 -0.80811
H -1.02205 -1.06407 0.02913
H -2.82594 -1.48539 -0.26294
H 0.86340 -0.82465 2.23637
H -2.12184 -1.09154 -2.77617
H -1.32083 -2.59393 -2.09504
H 1.97043 0.49126 2.86531
H -0.07131 1.91177 0.60905
H -0.38179 -1.02424 -2.28335
H 0.65626 1.53963 -0.90680
H 1.41933 2.62568 0.36089
*
```

Atom charges from the Mulliken analysis, given in e for atoms 1 to 8:
1 C -1.03
2 C -0.12
3 C -0.79
4 C -0.54
5 C -1.09
6 H 0.13
7 H 0.36
8 H 0.29

***

(10)
Entry from the Open Molecules 2025 dataset: a 2-piece molecular cluster, C5H14 overall at a distorted geometry (ωB97M-V/def2-TZVPD).

HOMO	-10.793	eV
SMILES	CCC.CC
energy above the lowest of the compared OMol25 structures with the same formula, charge and spin	21.3	kcal/mol

The geometry in ORCA input format:
```
! wB97M-V def2-TZVPD RIJCOSX def2/J DEFGRID3
* xyz 0 1
C -0.46339 0.57402 1.98374
C -0.97481 1.45735 3.11037
C 0.82171 -0.43593 -1.33333
C -0.31967 0.25921 -2.06300
C 1.05683 -1.86610 -1.90695
H 0.37811 -2.22963 -2.67668
H -1.03164 -0.37384 1.97206
H -0.63775 -0.24753 -2.97194
H 1.98092 -1.82891 -2.50436
H -0.61947 0.89351 0.95511
H -0.01984 1.22187 -2.49701
H 0.94221 -0.34893 -0.25862
H -1.17662 0.49884 -1.43053
H 1.75304 0.07686 -1.61899
H -0.62104 2.48078 3.17109
H -2.06661 1.51649 3.09321
H -0.77886 0.86875 4.00892
H 1.25696 -2.64728 -1.17687
H 0.51993 0.13045 2.14378
*
```

Atom charges from the Mulliken analysis, given in e for atoms 1 to 8:
1 C -0.72
2 C -0.95
3 C 0.20
4 C -1.04
5 C -1.16
6 H 0.29
7 H 0.31
8 H 0.36